{"formula": "C39H73Br2F8N3O16", "method": "ωB97M-V with the def2-TZVPD basis set", "species": ["Br", "Br", "F", "F", "F", "F", "F", "F", "F", "F", "O", "O", "O", "O", "O", "O", "O", "O", "O", "O", "O", "O", "O", "O", "O", "O", "N", "N", "N", "C", "C", "C", "C", "C", "C", "C", "C", "C", "C", "C", "C", "C", "C", "C", "C", "C", "C", "C", "C", "C", "C", "C", "C", "C", "C", "C", "C", "C", "C", "C", "C", "C", "C", "C", "C", "C", "C", "C", "H", "H", "H", "H", "H", "H", "H", "H", "H", "H", "H", "H", "H", "H", "H", "H", "H", "H", "H", "H", "H", "H", "H", "H", "H", "H", "H", "H", "H", "H", "H", "H", "H", "H", "H", "H", "H", "H", "H", "H", "H", "H", "H", "H", "H", "H", "H", "H", "H", "H", "H", "H", "H", "H", "H", "H", "H", "H", "H", "H", "H", "H", "H", "H", "H", "H", "H", "H", "H", "H", "H", "H", "H"], "positions_angstrom": [[-0.99869, -1.12734, 6.27714], [-0.08079, 0.80283, 2.95960], [8.47164, -1.94966, 1.93428], [8.09225, -3.53327, 4.25313], [7.46284, -1.79286, 6.04683], [7.64771, -0.26821, 4.20592], [7.01491, -3.77323, 1.44169], [5.93650, -1.83109, 0.05457], [5.71690, -3.67199, 4.09873], [6.55649, -0.02331, 1.48545], [2.03755, -5.39977, -0.64316], [-2.38194, 6.96039, -3.11873], [3.82538, -2.77667, 1.96416], [0.37875, -0.36150, -0.13332], [-4.58941, 3.16642, -2.37261], [-1.86139, -0.10158, -0.89702], [-3.08849, -2.20747, 4.00270], [-0.15574, -6.13780, -1.22414], [-3.83588, 1.99141, -4.99469], [-0.82735, -5.79770, 1.95825], [6.59698, 3.63593, -1.01556], [-3.90920, -2.49282, -5.37817], [-1.72727, -3.29990, -3.53113], [-3.69732, 8.70785, -5.12869], [-1.27077, -7.17595, 3.52408], [9.32407, 2.58661, -1.55002], [-1.77759, -6.56456, 2.57687], [-2.59515, -1.90818, 1.73251], [0.17323, -2.81774, 2.26295], [9.87099, 3.81576, -1.08585], [6.04162, -1.44000, 1.51021], [-4.43702, -0.62637, 5.61547], [-2.06517, -1.59710, 3.08528], [4.51432, -1.48367, 2.10214], [2.74292, -2.70454, 3.00031], [-1.51531, -4.65638, 1.28217], [-3.62009, -1.86941, -4.12503], [-2.12706, -1.95118, -3.79428], [-3.32527, 2.29794, 2.90860], [6.87948, -2.75495, 3.79806], [-3.97090, 9.65470, -4.10058], [-2.32265, 8.31760, -5.15251], [-5.95318, 2.86697, -2.64802], [7.08870, -2.49815, 2.19359], [-3.65193, 6.40812, -2.79083], [-4.10467, 3.24542, -5.61404], [-2.82042, 0.91274, 2.11235], [0.69159, -3.30435, 5.78610], [0.21792, -3.52757, -0.32844], [8.39187, 2.02303, -0.62185], [-4.49797, -3.77954, -5.21674], [-0.60088, -3.32239, 1.06692], [6.60089, 4.25082, -2.30019], [-0.70838, -2.49843, 3.49286], [-1.67457, -2.11441, 0.61842], [-1.03351, -3.88079, -4.62960], [-2.96336, 2.11980, -3.87005], [-2.12621, 6.93382, -4.52657], [6.84675, -1.40153, 4.72380], [0.05567, -2.07883, 4.84133], [-3.73783, 2.03029, -2.55195], [-0.42668, -4.38165, 6.31032], [-1.00752, -0.82453, -0.11487], [6.94784, 2.25186, -1.07752], [-4.30159, -1.46665, 4.17348], [-1.93422, 0.00909, 3.17248], [1.41113, -3.61997, 2.56737], [0.72418, -5.03870, -0.70183], [-5.05553, 9.76758, -4.01933], [6.27606, 1.72175, -0.39445], [-3.79562, 0.42556, 1.71689], [3.88363, -0.70568, 1.45276], [10.42510, 4.27703, -1.90541], [10.56142, 3.62534, -0.25904], [-0.03980, -3.43235, -4.71920], [-1.52298, -1.51148, -4.59621], [-2.35600, 2.93590, 3.09648], [8.58510, 0.94506, -0.59295], [-2.48423, -4.49478, 1.96279], [-4.44989, 6.84394, -3.39961], [-0.14819, -5.43055, 5.87033], [0.98168, -1.35010, 4.64783], [5.74806, -1.03632, 5.00539], [-3.53930, 10.62386, -4.36668], [-3.58256, -1.72277, 1.54178], [-1.07973, 6.63554, -4.65348], [1.07281, -2.74791, 6.77433], [-4.65783, -0.76690, 3.30923], [-4.52163, -4.26989, -6.19386], [-1.69204, 9.06672, -4.65517], [-2.30020, -2.65493, -0.24980], [-4.31023, 1.09725, -2.49589], [1.86344, -4.24432, 1.67348], [0.54175, -1.86129, 1.97293], [-2.10380, 1.33669, 1.25665], [2.42776, -1.56313, 3.03013], [-1.14584, -3.58288, 3.75750], [-0.91934, -4.94934, -4.43816], [8.55253, 2.42043, 0.38691], [-5.59050, -0.51431, 5.90208], [-4.91087, 3.10303, -6.33898], [-3.77672, 2.04110, 3.96710], [-4.22534, -2.30592, -3.31922], [-3.90115, -0.81550, -4.22085], [-1.58289, -3.75094, -5.56695], [-2.25568, 1.28569, -3.91868], [-2.02209, 8.27287, -6.20445], [5.74294, 3.89933, -2.88050], [4.54287, -1.04963, 3.18907], [-0.50323, -4.43277, 7.48491], [1.19371, -2.84377, -0.28511], [7.52761, 4.04810, -2.84436], [-3.92356, -4.40516, -4.52775], [-1.96873, -4.96786, 0.22233], [-1.48493, -4.08111, 5.88123], [6.50817, 5.33164, -2.16235], [-6.06862, 2.36854, -3.61526], [-3.02235, 2.03582, -1.72234], [-4.42064, 3.99809, -4.88625], [1.17326, -4.48030, 3.36097], [-1.93757, -1.37967, -2.87904], [-3.58217, 9.32636, -3.13253], [-3.85915, 6.62167, -1.74062], [-2.28332, 0.44216, 4.23122], [-5.52507, -3.67310, -4.85603], [-3.63160, 5.32343, -2.93083], [-6.36072, 2.23293, -1.85526], [-0.38894, -3.20584, -1.30796], [-5.17803, -2.27796, 4.26977], [-2.75199, 6.18509, -5.02571], [-6.51340, 3.80353, -2.66994], [0.07303, -6.98091, -0.69733], [1.66793, -3.77373, 5.33806], [-3.95406, -1.29571, 6.44461], [-3.21481, 3.59232, -6.14713], [3.23434, -3.05851, 4.00146], [-4.01891, 0.46392, 5.54858], [-2.38629, 3.05269, -3.92393], [6.78596, 1.84945, -2.08651], [9.08805, 4.50769, -0.76098], [-4.04689, 2.95341, 2.24702]], "atomic_forces_ev_per_a": [[0.28, -0.21, -1.35], [-0.78, -0.96, 0.36], [-4.31, -1.85, 1.22], [-3.86, 2.37, -1.62], [-1.78, 1.19, -4.00], [-2.47, -3.83, 1.26], [0.11, 3.96, 2.76], [0.52, 1.23, 4.34], [3.46, 3.37, -1.04], [-1.62, -4.60, 0.53], [-8.36, 2.79, 0.11], [-0.22, 0.05, -0.45], [-0.28, 1.76, 1.88], [-6.39, -3.99, 1.61], [-0.41, -0.33, -0.26], [3.09, -4.24, 4.23], [1.16, 2.08, -0.94], [1.36, 2.00, 2.67], [-0.02, 0.52, 0.06], [0.10, 1.49, -0.83], [0.23, -0.13, -0.43], [-0.09, -0.43, 0.37], [0.13, -0.04, -0.25], [0.28, 0.14, 0.40], [-1.81, 2.03, -3.72], [-0.17, 0.29, 0.38], [1.80, -2.11, 3.83], [1.73, -0.70, 0.32], [1.45, 1.62, -0.18], [-0.05, -0.16, -0.14], [-0.73, 0.42, -2.98], [-0.65, -0.45, -0.34], [-0.95, -0.29, -0.62], [-0.09, 1.79, -1.15], [-0.54, 0.45, -0.17], [-2.51, 0.30, 0.14], [0.49, 0.21, -0.40], [-0.51, 0.03, 0.48], [1.08, -0.17, 0.05], [2.10, -2.72, 1.17], [-0.15, -0.14, -0.19], [-0.35, -0.44, -0.15], [0.25, 0.17, 0.02], [2.10, -0.62, -2.41], [0.12, -0.10, 0.00], [-0.09, -0.36, -0.04], [-0.05, 1.89, 0.28], [0.20, 0.66, 1.33], [1.68, -0.19, -0.99], [-0.14, -0.17, -0.64], [0.11, 0.24, -0.25], [-2.70, -0.50, -2.98], [-0.06, 0.09, 0.25], [-2.62, -2.23, 1.14], [-0.33, -1.80, -0.94], [-0.05, -0.09, 0.14], [-0.35, -0.47, 0.19], [0.26, 0.50, 0.45], [0.97, 0.84, 2.63], [2.98, -0.03, 0.82], [0.56, 0.50, -0.01], [-0.07, -0.22, -0.83], [2.20, 5.99, -4.44], [0.16, 0.22, 0.49], [-3.22, 0.30, 1.57], [-1.68, 2.15, 1.40], [3.21, -2.48, 0.91], [6.57, -3.87, -0.07], [0.14, -0.07, -0.12], [0.06, -0.01, -0.05], [2.06, 0.55, 0.49], [1.59, -1.43, 1.32], [-0.04, -0.15, 0.01], [0.01, 0.10, 0.07], [0.03, 0.00, -0.12], [-0.13, -0.11, -0.02], [-1.93, -1.13, -0.26], [-0.06, 0.05, 0.03], [2.29, 0.29, -1.53], [0.03, 0.00, -0.02], [-0.68, 1.86, 1.02], [-2.40, -1.47, 0.21], [2.62, -0.72, -0.86], [0.04, 0.06, 0.11], [0.94, 0.10, 0.22], [-0.03, 0.02, -0.05], [-0.73, -1.05, -2.43], [1.16, -1.27, 1.31], [0.02, 0.16, 0.08], [-0.11, -0.16, 0.03], [1.38, 1.43, 1.84], [0.04, 0.08, -0.08], [-1.52, 1.52, 1.17], [-0.42, -0.70, -0.38], [-1.92, -1.54, 1.57], [0.37, -2.30, 0.27], [0.63, 2.48, -0.63], [-0.02, 0.09, 0.11], [-0.08, 0.05, -0.10], [2.46, -0.33, -0.85], [0.13, -0.08, 0.10], [0.62, 0.57, -2.22], [0.14, -0.03, -0.07], [0.04, -0.01, 0.02], [0.03, 0.06, 0.07], [0.00, 0.06, 0.10], [0.03, -0.02, 0.02], [0.04, 0.00, -0.12], [0.02, -1.08, -1.84], [0.28, 0.14, -2.53], [-2.10, -1.59, -0.32], [-0.05, -0.05, 0.02], [-0.03, 0.04, 0.03], [1.49, 0.59, 2.20], [2.07, -0.64, 0.98], [-0.02, -0.17, 0.09], [0.01, -0.02, 0.06], [-0.04, -0.14, -0.14], [0.05, -0.01, 0.01], [0.33, 2.26, -1.61], [-0.06, 0.08, -0.08], [0.04, 0.01, -0.06], [0.14, -0.01, -0.06], [1.08, -1.46, -2.22], [-0.04, -0.11, 0.08], [-0.16, 0.05, 0.05], [-0.10, -0.08, -0.03], [0.92, -0.48, 2.43], [2.10, 1.57, -0.37], [-0.04, 0.13, 0.03], [0.11, -0.01, 0.06], [0.06, 2.00, -1.24], [-2.16, 0.68, 0.61], [-0.75, 1.58, -1.55], [0.02, 0.14, 0.00], [-1.20, 0.71, -1.76], [-0.48, -2.24, 0.33], [-0.14, -0.07, 0.06], [0.13, 0.09, 0.12], [0.03, -0.05, 0.02], [1.36, -1.55, 1.39]], "mulliken_charge": [0.01, -0.05, -0.28, -0.30, -0.29, -0.22, -0.25, -0.30, -0.24, -0.27, -0.59, -0.42, -0.37, -0.67, -0.26, -0.57, -0.30, -0.47, -0.30, -0.20, -0.39, -0.40, -0.07, -0.39, -0.30, -0.40, 0.04, 0.28, 0.75, -0.72, 0.74, -0.88, 0.12, -0.77, -0.11, -1.05, -0.34, 0.02, -1.00, 0.63, -0.73, -0.61, -0.85, 0.58, -0.43, -0.71, -0.39, -0.41, 0.59, -0.37, -0.69, 0.21, -0.73, -0.48, -1.10, -0.94, -0.52, -0.13, 0.23, -0.76, -0.11, -0.77, -0.16, -0.33, 0.01, -0.57, -0.41, 0.05, 0.24, 0.19, 0.28, 0.52, 0.25, 0.32, 0.32, 0.40, 0.26, 0.28, 0.51, 0.34, 0.26, 0.35, 0.17, 0.33, 0.56, 0.40, 0.56, 0.09, 0.26, 0.33, 0.75, 0.42, 0.21, 0.85, 0.30, 0.30, -0.05, 0.26, 0.35, 0.37, 0.28, 0.17, 0.30, 0.09, 0.40, 0.30, 0.38, 0.33, 0.15, 0.26, 0.33, 0.31, 0.24, 0.42, 0.17, 0.25, 0.34, 0.05, 0.20, 0.37, -0.17, 0.32, 0.29, 0.74, 0.32, 0.01, 0.26, -0.13, 0.36, 0.04, 0.31, 0.37, 0.08, 0.19, 0.33, 0.05, 0.16, 0.32, 0.33, 0.31, 0.32], "largest_force_ha_per_bohr": 0.17142, "homo_energy_ev": -8.56, "total_energy_ev": -240656.9020}